# 1
{"formula": "C6H10O", "method": "ωB97M-V/def2-TZVPD", "elements": ["O", "C", "C", "C", "C", "C", "C", "H", "H", "H", "H", "H", "H", "H", "H", "H", "H"], "positions_angstrom": [[1.54, -0.46, 1.42], [1.39, -0.28, 0.01], [0.31, -1.21, -0.52], [-1.06, -0.85, 0.07], [-1.37, 0.68, 0.13], [-0.22, 1.56, -0.30], [1.04, 1.15, -0.35], [0.66, -0.35, 1.80], [2.37, -0.55, -0.40], [0.57, -2.24, -0.27], [0.28, -1.13, -1.62], [-1.15, -1.28, 1.08], [-1.84, -1.35, -0.52], [-2.25, 0.91, -0.47], [-1.64, 0.97, 1.15], [-0.47, 2.59, -0.55], [1.84, 1.83, -0.64]], "lowdin_charge": [-0.028, -0.388, -0.153, -0.186, -0.182, -0.101, -0.049, 0.080, 0.141, 0.117, 0.120, 0.103, 0.105, 0.104, 0.112, 0.101, 0.104], "max_force_ev_per_a": 0.3, "e_lumo_ev": 0.92, "e_homo_ev": -9.46, "multiplicity": 1, "de_lowest_kcal_mol": 5.6, "smiles": "O[C@@H]1C=CCCC1"}

---

# 2
{"formula": "H80O40", "method": "ωB97M-V/def2-TZVPD", "elements": ["H", "H", "O", "H", "H", "O", "H", "H", "O", "H", "H", "O", "H", "H", "O", "H", "O", "H", "O", "H", "H", "O", "H", "H", "O", "H", "H", "O", "H", "H", "O", "H", "O", "H", "H", "O", "H", "H", "O", "H", "H", "O", "H", "H", "O", "H", "H", "O", "H", "H", "O", "H", "O", "H", "H", "O", "H", "O", "H", "H", "O", "H", "H", "O", "H", "H", "O", "H", "H", "O", "H", "H", "O", "H", "H", "O", "H", "H", "O", "H", "H", "O", "H", "H", "O", "H", "H", "O", "H", "O", "H", "H", "O", "H", "H", "H", "H", "H", "H", "O", "H", "H", "O", "H", "H", "O", "H", "H", "O", "H", "H", "O", "H", "H", "O", "H", "H", "O", "H", "H"], "positions_angstrom": [[3.72, 1.19, -0.67], [4.27, 1.17, 0.78], [3.71, 0.77, 0.13], [1.14, -3.00, 2.53], [0.07, -3.33, 1.68], [0.15, -3.15, 2.57], [-2.28, 0.94, 4.39], [-1.01, 0.48, 5.16], [-1.61, 1.21, 5.08], [4.31, 2.99, -1.93], [4.74, 2.83, -0.58], [4.81, 2.41, -1.41], [-2.53, 0.89, -3.98], [-1.46, 0.90, -2.77], [-1.58, 1.26, -3.72], [-0.05, -0.54, -6.16], [-0.68, -1.25, -6.22], [0.50, 1.07, -4.12], [0.65, 1.10, -5.07], [3.26, -0.70, -0.67], [2.28, -1.60, -1.56], [2.69, -1.65, -0.69], [0.58, 4.54, 1.20], [1.74, 5.13, 0.78], [1.37, 4.23, 0.76], [1.45, 0.38, -1.40], [0.91, 1.67, -1.32], [1.08, 1.08, -2.10], [-0.14, -2.97, -0.96], [1.24, -3.37, -0.32], [0.42, -3.31, -0.22], [1.36, 1.23, 3.06], [1.13, 1.87, 3.67], [5.50, 2.40, 2.30], [5.71, 1.11, 3.00], [5.99, 2.09, 3.06], [0.33, -3.15, -2.75], [-0.43, -1.97, -2.56], [0.48, -2.33, -2.40], [-2.35, -1.79, 1.17], [-2.57, -1.29, -0.40], [-3.00, -1.73, 0.31], [2.70, -1.73, 1.36], [3.63, -2.69, 2.03], [2.73, -2.43, 1.99], [3.23, -4.50, -2.63], [2.42, -4.75, -1.39], [2.39, -4.77, -2.29], [4.84, -1.57, 3.72], [5.32, -1.34, 2.22], [5.34, -0.99, 3.08], [5.25, -3.70, 1.49], [5.22, -2.92, 1.01], [-5.28, -1.74, 1.97], [-6.23, -0.46, 2.34], [-5.92, -1.33, 2.71], [-5.91, 3.25, -1.79], [-4.90, 3.24, -1.67], [-5.47, 1.62, -1.75], [-6.27, 0.45, -1.44], [-5.61, 0.68, -2.10], [3.92, -0.04, 3.29], [4.07, 1.25, 4.23], [3.89, 0.93, 3.24], [-3.91, -2.59, -2.38], [-4.60, -2.72, -1.17], [-4.76, -2.94, -2.11], [-3.68, -1.84, -5.27], [-2.95, -2.03, -4.18], [-2.95, -1.39, -4.83], [-2.17, 1.27, 1.44], [-2.04, 2.66, 1.55], [-1.84, 1.89, 0.84], [-1.71, -1.90, 4.71], [-1.69, -3.35, 5.70], [-1.57, -2.33, 5.71], [-4.01, 0.35, -1.49], [-3.38, -0.50, -2.33], [-3.21, 0.19, -1.78], [-3.99, 2.16, 0.52], [-4.00, 1.04, 1.76], [-4.41, 1.85, 1.44], [0.23, -2.68, -4.86], [-1.21, -2.58, -4.77], [-0.49, -3.15, -4.48], [4.32, -0.54, -1.98], [3.39, 0.47, -2.81], [4.36, 0.27, -2.43], [-2.38, 3.17, -2.84], [-2.86, 4.09, -3.12], [1.45, -0.72, 2.40], [1.06, -1.39, 3.60], [0.78, -0.68, 3.00], [4.79, -2.92, 0.11], [-1.58, -1.10, -6.53], [-4.60, 3.56, -2.54], [-0.16, 1.66, -5.38], [2.04, 2.29, 3.54], [-2.07, 4.65, -2.77], [2.59, -0.67, 4.85], [2.32, -1.01, 5.65], [2.38, 0.32, 4.88], [-0.16, -1.03, 0.54], [-0.56, -0.34, 0.04], [-0.30, -0.64, 1.40], [-2.37, -3.68, -2.97], [-1.46, -4.06, -2.87], [-3.08, -4.00, -2.52], [-3.51, 4.26, 2.00], [-3.75, 4.58, 2.83], [-3.42, 4.86, 1.30], [-0.38, 6.04, -0.20], [0.05, 5.28, -0.62], [-1.32, 5.88, -0.41], [-1.58, -1.21, 2.85], [-0.67, -1.01, 2.74], [-1.70, -2.21, 3.07], [3.91, 3.16, 1.05], [3.34, 2.94, 1.80], [4.24, 4.10, 1.05]], "lowdin_charge": [-0.056, 0.023, -0.027, 0.035, -0.030, -0.058, 0.054, -0.006, -0.069, 0.043, -0.016, -0.014, 0.105, 0.057, -0.140, 0.011, -0.059, -0.028, -0.121, 0.082, 0.015, -0.128, 0.030, 0.060, -0.068, 0.082, 0.069, -0.084, 0.046, -0.126, -0.005, -0.048, -0.052, -0.029, 0.041, -0.106, -0.037, 0.092, -0.042, 0.098, -0.043, -0.107, 0.023, -0.006, -0.009, 0.031, -0.020, 0.023, 0.092, -0.002, -0.031, 0.026, -0.023, 0.087, 0.035, -0.136, 0.109, -0.084, 0.021, 0.063, -0.075, -0.012, 0.158, -0.157, -0.030, 0.043, -0.038, 0.094, -0.044, -0.005, -0.041, 0.114, -0.092, 0.073, 0.078, -0.175, -0.082, -0.018, 0.032, 0.086, 0.005, -0.118, 0.044, 0.008, -0.075, -0.028, 0.126, -0.070, 0.099, -0.144, -0.008, 0.084, -0.042, 0.101, 0.046, 0.030, 0.096, 0.060, 0.077, -0.032, 0.019, 0.079, -0.023, 0.017, 0.004, -0.033, 0.091, -0.011, 0.000, 0.026, 0.026, -0.066, 0.026, 0.044, -0.102, -0.086, 0.100, -0.084, 0.051, 0.109], "max_force_ev_per_a": 12.9, "e_lumo_ev": -0.51, "e_homo_ev": -10.36, "multiplicity": 1, "de_lowest_kcal_mol": 381.7}

---

# 3
{"formula": "C33H55F3N2O7P", "method": "ωB97M-V/def2-TZVPD", "elements": ["C", "C", "C", "C", "C", "C", "C", "C", "C", "C", "O", "C", "O", "P", "C", "C", "C", "F", "C", "F", "F", "C", "C", "C", "N", "C", "C", "O", "C", "C", "N", "C", "C", "C", "C", "C", "O", "C", "C", "O", "H", "H", "H", "H", "H", "H", "H", "H", "H", "H", "H", "H", "H", "H", "H", "H", "H", "H", "H", "H", "H", "H", "H", "H", "H", "H", "H", "H", "H", "H", "H", "H", "H", "H", "H", "H", "H", "H", "H", "H", "H", "H", "H", "H", "H", "H", "H", "H", "H", "O", "C", "O", "C", "C", "C", "H", "H", "H", "H", "H", "H"], "positions_angstrom": [[-0.20, -4.37, 1.66], [0.62, -3.84, 2.96], [0.78, -2.22, 2.95], [1.41, -1.83, 1.53], [2.25, -0.47, 1.51], [2.08, 0.38, 0.17], [2.81, -0.09, -1.17], [3.37, -1.59, -1.17], [2.33, -2.70, -1.68], [1.79, -2.48, -3.16], [0.40, -2.93, -3.15], [-0.10, -3.08, -4.50], [2.71, 1.67, 0.49], [1.99, 3.04, -0.35], [3.14, 4.36, 0.42], [4.71, 4.11, 0.19], [5.17, 4.12, -1.32], [5.53, 2.85, -1.89], [5.25, 5.23, -2.17], [4.37, 6.30, -2.22], [6.32, 5.24, -3.11], [1.35, 4.35, -1.60], [0.45, 5.54, -1.23], [0.05, 6.53, -2.28], [0.34, 6.61, -3.66], [1.12, 5.47, -3.96], [1.65, 4.36, -3.10], [0.72, 2.01, -1.00], [0.54, 0.85, -0.13], [-0.37, -0.11, -1.06], [-1.08, 0.57, -2.16], [-0.29, 1.10, 1.24], [-1.43, 2.20, 1.09], [-2.92, 1.55, 1.07], [-4.01, 2.72, 1.13], [-5.46, 2.03, 0.98], [-6.14, 2.43, -0.24], [-5.49, 1.92, -1.39], [-5.02, 3.01, -2.49], [-5.31, 0.71, -1.61], [-0.55, -5.45, 1.80], [0.50, -4.36, 0.77], [-1.11, -3.71, 1.44], [0.18, -4.22, 3.93], [1.68, -4.29, 2.83], [-0.31, -1.83, 2.97], [1.36, -1.83, 3.85], [0.58, -1.89, 0.76], [2.14, -2.68, 1.26], [3.36, -0.78, 1.57], [2.06, 0.15, 2.45], [2.16, 0.13, -2.09], [3.73, 0.59, -1.30], [3.81, -1.94, -0.18], [4.24, -1.61, -1.93], [2.90, -3.70, -1.68], [1.43, -2.85, -1.01], [1.82, -1.40, -3.53], [2.34, -3.12, -3.94], [0.65, -3.60, -5.19], [-0.43, -2.08, -4.93], [-1.01, -3.78, -4.43], [2.85, 2.65, -1.45], [1.08, 3.40, 0.70], [2.92, 5.43, 0.10], [2.94, 4.33, 1.56], [5.25, 5.00, 0.69], [5.06, 3.19, 0.77], [0.12, 5.69, -0.15], [-0.61, 7.40, -1.91], [1.40, 5.39, -5.08], [2.28, 3.53, -3.55], [0.25, -0.95, -1.53], [-1.18, -0.59, -0.39], [-0.47, 0.80, -2.95], [-1.63, 1.37, -1.84], [0.43, 1.48, 2.05], [-0.66, 0.08, 1.58], [-1.36, 2.85, 0.15], [-1.36, 2.93, 1.98], [-2.96, 0.82, 1.94], [-3.02, 1.04, 0.06], [-3.85, 3.50, 0.30], [-3.97, 3.31, 2.11], [-6.09, 2.20, 1.91], [-5.29, 0.89, 0.90], [-4.14, 3.58, -2.04], [-4.75, 2.51, -3.48], [-5.92, 3.70, -2.65], [-2.76, -7.11, 1.66], [-2.68, -7.19, 2.85], [-1.51, -7.22, 3.54], [-1.78, -7.42, 4.93], [-3.21, -6.97, 5.13], [-3.84, -7.31, 3.80], [-1.64, -8.48, 5.17], [-1.08, -6.83, 5.54], [-3.70, -7.45, 5.98], [-3.24, -5.89, 5.28], [-4.22, -8.34, 3.77], [-4.64, -6.61, 3.54]], "lowdin_charge": [-0.113, -0.252, -0.203, -0.210, -0.109, -0.362, -0.097, -0.178, -0.172, -0.216, -0.251, -0.136, -0.318, 0.568, -0.291, -0.165, -0.135, -0.019, -0.173, 0.064, 0.014, -0.223, -0.074, -0.192, -0.010, -0.183, -0.064, -0.327, -0.366, -0.182, 0.006, -0.125, -0.192, -0.200, -0.164, -0.184, -0.082, -0.435, 0.007, 0.064, 0.055, 0.064, 0.085, 0.087, 0.102, 0.103, 0.105, 0.092, 0.102, 0.117, 0.112, 0.112, 0.116, 0.094, 0.115, 0.116, 0.083, 0.120, 0.117, 0.085, 0.097, 0.095, 0.035, 0.042, 0.076, 0.085, 0.108, 0.119, 0.087, 0.084, 0.088, 0.091, 0.093, 0.115, 0.065, 0.052, 0.109, 0.095, 0.104, 0.112, 0.118, 0.101, 0.113, 0.114, 0.126, 0.121, 0.083, 0.094, 0.087, 0.122, -0.482, 0.014, -0.166, -0.168, -0.083, 0.126, 0.125, 0.116, 0.122, 0.132, 0.129], "max_force_ev_per_a": 5.8, "e_lumo_ev": 1.93, "e_homo_ev": -5.18, "multiplicity": 1, "charge": -1}

---

# 4
{"formula": "C22H17ClFN3O6", "method": "ωB97M-V/def2-TZVPD", "elements": ["O", "O", "O", "F", "Cl", "N", "O", "O", "O", "C", "C", "C", "C", "C", "C", "C", "C", "C", "C", "C", "C", "C", "C", "C", "C", "C", "C", "N", "N", "C", "C", "C", "C", "H", "H", "H", "H", "H", "H", "H", "H", "H", "H", "H", "H", "H", "H", "H", "H", "H"], "positions_angstrom": [[-3.96, -0.05, -1.93], [0.38, -3.12, -0.72], [-1.74, -2.67, -0.83], [1.73, 0.70, 5.52], [0.84, 4.36, 2.15], [0.72, -0.44, 2.50], [1.29, -1.87, -4.18], [0.19, 0.22, -2.81], [-1.99, 0.82, -1.16], [-2.73, 0.07, -2.03], [-0.49, 0.02, 2.40], [0.71, -1.40, 1.53], [-0.40, -1.61, 0.79], [-0.95, 1.16, 3.16], [-0.11, 2.03, 3.90], [4.11, 2.47, 3.45], [-2.36, -2.88, -4.28], [3.68, 1.56, 4.32], [3.35, 3.34, 2.73], [-0.93, -2.89, -4.47], [-2.85, -1.77, -3.65], [2.29, 1.44, 4.49], [1.91, 3.19, 2.90], [-0.09, -1.82, -4.05], [-0.66, -0.69, -3.41], [-2.06, -0.67, -3.12], [1.36, 2.22, 3.70], [-1.29, -0.65, 1.42], [-0.58, -2.54, -0.31], [2.00, -0.70, -3.84], [1.53, -0.24, -2.54], [-2.47, 1.07, 0.17], [-2.66, -0.19, 1.01], [1.63, -1.86, 1.28], [-2.06, 1.12, 3.41], [-0.55, 2.66, 4.71], [5.15, 2.53, 3.29], [-3.03, -3.75, -4.61], [4.34, 0.93, 4.90], [3.86, 4.05, 2.03], [-0.46, -3.71, -4.96], [-3.89, -1.75, -3.40], [1.72, -0.01, -4.69], [3.08, -0.85, -3.74], [2.18, 0.65, -2.35], [1.67, -0.95, -1.81], [-3.38, 1.64, 0.04], [-1.74, 1.76, 0.62], [-3.08, 0.11, 1.97], [-3.21, -1.04, 0.54]], "lowdin_charge": [0.073, 0.109, 0.060, 0.045, 0.671, 0.175, -0.032, -0.017, 0.007, -0.405, -0.306, -0.074, -0.078, 0.008, -0.019, -0.142, -0.064, -0.019, -0.074, 0.030, -0.044, -0.155, -0.572, -0.165, -0.124, -0.034, -0.220, 0.060, -0.300, -0.184, -0.138, -0.125, -0.059, 0.112, 0.123, 0.127, 0.102, 0.134, 0.123, 0.128, 0.098, 0.104, 0.164, 0.141, 0.153, 0.101, 0.121, 0.135, 0.108, 0.140], "max_force_ev_per_a": 4.7, "e_lumo_ev": -0.92, "e_homo_ev": -8.41, "multiplicity": 1, "de_lowest_kcal_mol": 0.0}